Entry 1:
Molecular formula: C44H38AsF3N3O2Pd
Method: DFT, ωB97M-V with the def2-TZVPD basis set

Positions of all 92 atoms, in Å:
Pd (-0.15901, -0.36740, -0.12076)
F (-7.17921, -4.79647, -4.27634)
C (-6.64180, -3.64402, -4.70420)
F (-5.88651, -3.93470, -5.78934)
F (-7.64643, -2.85988, -5.13161)
C (-5.80780, -2.97203, -3.65325)
C (-5.36210, -1.67640, -3.88709)
C (-4.49576, -1.07843, -2.99327)
C (-4.06104, -1.77916, -1.86214)
C (-4.55479, -3.06306, -1.61359)
C (-5.42401, -3.65874, -2.50986)
C (-3.04068, -1.22343, -1.03863)
C (-2.09954, -0.78512, -0.39608)
H (-5.69337, -1.14926, -4.77247)
H (-4.13205, -0.07447, -3.16879)
H (-4.24299, -3.58709, -0.72051)
H (-5.79862, -4.65731, -2.33295)
C (2.42337, -2.56878, 5.74704)
N (1.43445, -2.24246, 4.73295)
N (1.62185, -2.55850, 3.39761)
C (0.82571, -1.74627, 2.62130)
O (0.77197, -1.84442, 1.37903)
C (0.15404, -0.88168, 3.53395)
C (0.57109, -1.20442, 4.79817)
C (0.22089, -0.57203, 6.09606)
C (2.31064, -3.72828, 2.98822)
C (2.10097, -4.92773, 3.66037)
C (2.77884, -6.06742, 3.26190)
C (3.65825, -6.01412, 2.18990)
C (3.84685, -4.81950, 1.51049)
C (3.17707, -3.67221, 1.90577)
H (3.22779, -3.14057, 5.29617)
H (1.98438, -3.16414, 6.54686)
H (2.83733, -1.65447, 6.17297)
H (-0.58910, -0.15090, 3.26162)
H (-0.63913, 0.07899, 5.96448)
H (1.04957, 0.03215, 6.47203)
H (-0.01289, -1.32311, 6.85036)
H (1.40421, -4.97062, 4.48847)
H (2.61141, -6.99927, 3.78491)
H (4.19006, -6.90431, 1.88222)
H (4.53046, -4.77925, 0.67323)
H (3.31019, -2.74251, 1.37012)
O (1.25981, -0.13442, -1.75789)
As (0.61844, 0.06646, -3.28345)
C (-0.14390, -1.54488, -4.00649)
C (0.02466, -1.87376, -5.34751)
C (-0.61372, -2.99371, -5.85762)
C (-1.41642, -3.77209, -5.03475)
C (-1.57622, -3.44349, -3.69525)
C (-0.93911, -2.32779, -3.17632)
C (-0.72616, 1.43909, -3.34367)
C (-1.49022, 1.56806, -4.49958)
C (-2.46665, 2.54910, -4.56414)
C (-2.67184, 3.39266, -3.47878)
C (-1.90237, 3.26526, -2.33074)
C (-0.92181, 2.28808, -2.26399)
C (2.12440, 0.59275, -4.35659)
C (2.30919, 1.90719, -4.76298)
C (3.50542, 2.27055, -5.36422)
C (4.50675, 1.32771, -5.54686)
C (4.31909, 0.01376, -5.13564)
C (3.12654, -0.35724, -4.53757)
H (0.65290, -1.25910, -5.98211)
H (-0.48252, -3.25486, -6.89924)
H (-1.92309, -4.63575, -5.44461)
H (-2.19822, -4.05493, -3.05486)
H (-1.06055, -2.05722, -2.13527)
H (-1.31883, 0.89785, -5.33501)
H (-3.06792, 2.65555, -5.45741)
H (-3.43458, 4.15858, -3.53167)
H (-2.06137, 3.92965, -1.49190)
H (-0.29861, 2.20044, -1.37937)
H (1.52136, 2.63621, -4.61167)
H (3.66088, 3.29352, -5.68049)
H (5.43890, 1.61447, -6.01530)
H (5.10545, -0.71720, -5.26888)
H (2.96380, -1.37564, -4.20342)
N (1.56635, 1.01857, 0.82987)
C (1.16592, 2.36798, 0.63963)
C (-0.01406, 2.81833, 1.22923)
C (-0.41399, 4.13348, 1.05677)
C (0.34060, 4.99954, 0.27766)
C (1.48790, 4.53596, -0.34858)
C (1.90222, 3.22462, -0.16947)
H (2.46484, 0.81847, 0.41284)
H (1.54014, 0.71923, 1.79603)
H (-0.61523, 2.13182, 1.81587)
H (-1.32200, 4.48391, 1.53030)
H (0.04200, 6.03343, 0.16837)
H (2.07315, 5.19755, -0.97349)
H (2.79720, 2.85805, -0.65983)

Calculated values
⟨S²⟩   2.014
Calculated total energy   -127272.741 eV
E_HOMO (alpha / beta)   -10.56 / -10.68 eV
Net charge   +1
Orbital gap (alpha / beta)   8.93 / 6.42 eV
LUMO energy (alpha / beta)   -1.627 / -4.252 eV
2S+1   3

Just the Mulliken charges please, in e? Sure, here they are: number 1, Pd, carries 1.57; number 2, F, carries -0.27; number 3, C, carries 0.88; number 4, F, carries -0.25; number 5, F, carries -0.26; number 6, C, carries 0.35; number 7, C, carries -0.92; number 8, C, carries -0.40; number 9, C, carries 1.13; number 10, C, carries -0.55; number 11, C, carries -0.73; number 12, C, carries 0.09; number 13, C, carries -1.52; number 14, H, carries 0.44; number 15, H, carries 0.56; number 16, H, carries 0.49; number 17, H, carries 0.47; number 18, C, carries -1.06; number 19, N, carries 0.07; number 20, N, carries 0.42; number 21, C, carries 0.30; number 22, O, carries -0.76; number 23, C, carries -1.08; number 24, C, carries 0.70; number 25, C, carries -1.58; number 26, C, carries 0.17; number 27, C, carries 0.14; number 28, C, carries -0.69; number 29, C, carries -0.47; number 30, C, carries -0.67; number 31, C, carries -0.49; number 32, H, carries 0.40; number 33, H, carries 0.34; number 34, H, carries 0.38; number 35, H, carries 0.49; number 36, H, carries 0.38; number 37, H, carries 0.34; number 38, H, carries 0.35; number 39, H, carries 0.47; number 40, H, carries 0.39; number 41, H, carries 0.40; number 42, H, carries 0.38; number 43, H, carries 0.41; number 44, O, carries -0.50; number 45, As, carries 1.57; number 46, C, carries 0.54; number 47, C, carries -0.29; number 48, C, carries -0.75; number 49, C, carries -0.62; number 50, C, carries -0.60; number 51, C, carries -0.92; number 52, C, carries 0.37; number 53, C, carries -0.58; number 54, C, carries -0.75; number 55, C, carries -0.61; number 56, C, carries -0.43; number 57, C, carries 0.76; number 58, C, carries 0.09; number 59, C, carries -0.26; number 60, C, carries -0.70; number 61, C, carries -0.43; number 62, C, carries -0.68; number 63, C, carries -0.52; number 64, H, carries 0.41; number 65, H, carries 0.42; number 66, H, carries 0.43; number 67, H, carries 0.51; number 68, H, carries 0.44; number 69, H, carries 0.45; number 70, H, carries 0.43; number 71, H, carries 0.40; number 72, H, carries 0.42; number 73, H, carries -0.63; number 74, H, carries 0.45; number 75, H, carries 0.42; number 76, H, carries 0.40; number 77, H, carries 0.40; number 78, H, carries 0.45; number 79, N, carries -0.49; number 80, C, carries 0.20; number 81, C, carries 0.23; number 82, C, carries -0.91; number 83, C, carries -0.52; number 84, C, carries -0.73; number 85, C, carries -0.14; number 86, H, carries 0.20; number 87, H, carries 0.29; number 88, H, carries 0.30; number 89, H, carries 0.41; number 90, H, carries 0.40; number 91, H, carries 0.42; number 92, H, carries 0.36

Entry 2:
Molecular formula: C2H4INO
Method: DFT, ωB97M-V with the def2-TZVPD basis set

Positions of all 9 atoms, in Å:
C (-0.27831, -0.08705, -0.60737)
C (0.63690, 0.23087, 0.47560)
N (-2.57296, 0.76911, -0.33165)
O (1.81200, -0.53333, 0.40161)
I (-0.04145, -1.75059, -1.72261)
H (0.08727, 0.04855, 1.41887)
H (0.83533, 1.31367, 0.44465)
H (-2.94843, 0.21826, -1.10486)
H (2.46964, -0.20948, 1.02576)

Calculated values
Calculated total energy   -13768.672 eV
E_HOMO (alpha / beta)   -8.30 / -8.30 eV
Orbital gap (alpha / beta)   6.84 / 6.84 eV
LUMO energy (alpha / beta)   -1.464 / -1.466 eV

Just the natural (NBO) charges please, in e? Sure, here they are: number 1, C, carries -0.04; number 2, C, carries -0.31; number 3, N, carries -0.50; number 4, O, carries -0.73; number 5, I, carries 0.35; number 6, H, carries 0.26; number 7, H, carries 0.24; number 8, H, carries 0.25; number 9, H, carries 0.48

Entry 3:
Molecular formula: C4H6N4O
Method: DFT, ωB97M-V with the def2-TZVPD basis set

Positions of all 15 atoms, in Å:
H (-2.52575, -0.73258, 0.64748)
N (-2.02385, -0.04549, 1.19593)
C (-1.17138, 0.61931, 0.55562)
N (-0.52320, 1.67202, 1.14439)
C (0.82059, 1.93899, 0.92884)
N (1.65757, 1.18942, 0.35163)
C (1.35714, -0.01285, -0.22702)
C (0.20979, -0.37880, -0.82915)
N (-0.02566, -1.60335, -1.41829)
O (-0.88350, 0.45221, -0.80164)
H (-0.93262, 1.97779, 2.01389)
H (1.16945, 2.87094, 1.35080)
H (2.22084, -0.65933, -0.32159)
H (0.79307, -2.16012, -1.60378)
H (-0.70553, -1.59428, -2.16390)

Calculated values
Calculated total energy   -12252.151 eV
E_HOMO   -7.74 eV
Orbital gap   8.59 eV
LUMO energy   0.858 eV

Just the natural (NBO) charges please, in e? Sure, here they are: number 1, H, carries 0.36; number 2, N, carries -0.71; number 3, C, carries 0.67; number 4, N, carries -0.64; number 5, C, carries 0.26; number 6, N, carries -0.45; number 7, C, carries -0.20; number 8, C, carries 0.45; number 9, N, carries -0.81; number 10, O, carries -0.51; number 11, H, carries 0.42; number 12, H, carries 0.18; number 13, H, carries 0.20; number 14, H, carries 0.39; number 15, H, carries 0.39

Entry 4:
Molecular formula: C2HBr2ClOS
Method: DFT, ωB97M-V with the def2-TZVPD basis set

Positions of all 8 atoms, in Å:
C (1.01989, -0.12146, -1.71974)
C (2.11886, 0.02610, 1.47161)
O (0.60074, -0.36477, -0.30226)
S (-0.23351, 0.79030, -0.98280)
Cl (-2.04049, -0.13437, -1.32034)
Br (3.19351, 0.97273, 0.17398)
Br (0.94081, 1.20460, 2.33412)
H (0.41839, -0.80709, -2.42964)

Calculated values
Calculated total energy   -167572.542 eV
E_HOMO   -9.15 eV
Orbital gap   8.14 eV
LUMO energy   -1.012 eV

Just the natural (NBO) charges please, in e? Sure, here they are: number 1, C, carries -0.35; number 2, C, carries -0.19; number 3, O, carries -0.65; number 4, S, carries 1.06; number 5, Cl, carries -0.19; number 6, Br, carries 0.07; number 7, Br, carries 0.07; number 8, H, carries 0.18

Q: What is the calculated total energy in the first record?
A: -127272.741 eV

Q: What is the calculated total energy in the second record?
A: -13768.672 eV